Record 1
Here is 13 unconnected molecules or ions with the total composition C72H173N3O33 in a non-equilibrium geometry from the OMol25 dataset. Energies are from ωB97M-V/def2-TZVPD.

XYZ file:
```
281
Properties=species:S:1:pos:R:3:mulliken_charge:R:1
C -25.994 -23.943 -11.270 -0.87
O -24.893 -23.238 -11.815 -0.28
C -23.619 -23.773 -11.525 -0.75
C -22.466 -22.923 -12.077 0.07
O -22.553 -22.831 -13.483 -0.44
C -21.685 -21.917 -14.081 0.33
C -20.203 -22.423 -14.178 -0.27
O -19.559 -22.601 -12.913 0.15
C -18.398 -23.381 -13.039 -0.38
H -26.857 -23.286 -11.377 0.24
H -26.021 -24.319 -10.247 0.34
H -26.108 -24.886 -11.804 0.34
H -23.566 -24.812 -11.849 0.38
H -23.590 -23.723 -10.436 0.36
H -21.524 -23.342 -11.721 0.22
H -22.554 -21.945 -11.604 0.11
H -21.667 -20.961 -13.558 -0.48
H -22.143 -21.632 -15.028 0.09
H -19.615 -21.784 -14.837 0.03
H -20.222 -23.365 -14.727 0.56
H -17.706 -22.889 -13.721 0.06
H -18.561 -24.414 -13.346 0.35
H -17.874 -23.405 -12.083 -0.33
C -10.981 -16.041 -14.408 -0.75
O -9.624 -16.350 -14.028 -0.35
C -9.352 -15.929 -12.664 -0.14
C -7.808 -15.666 -12.597 -0.53
O -7.091 -16.629 -13.351 -0.15
C -5.649 -16.624 -13.217 -0.54
C -5.196 -17.577 -14.246 -0.58
O -6.244 -17.770 -15.245 -0.26
C -5.891 -18.761 -16.180 -0.75
H -11.715 -16.550 -13.782 0.36
H -11.090 -16.368 -15.442 0.19
H -11.347 -15.015 -14.388 0.38
H -9.741 -16.635 -11.931 0.14
H -9.943 -15.046 -12.423 0.37
H -7.550 -15.782 -11.544 0.11
H -7.445 -14.677 -12.876 0.31
H -5.343 -16.846 -12.195 0.33
H -5.225 -15.679 -13.556 0.25
H -4.764 -18.476 -13.806 0.38
H -4.369 -17.206 -14.852 0.35
H -5.507 -19.618 -15.626 0.31
H -5.174 -18.441 -16.937 0.28
H -6.712 -19.121 -16.801 0.25
C -18.673 -15.896 -5.320 -0.98
O -18.602 -14.783 -6.278 -0.07
C -17.302 -14.144 -6.426 0.13
C -16.685 -13.374 -5.248 -1.12
O -17.644 -12.689 -4.506 -0.10
C -17.082 -11.529 -3.969 -0.49
C -18.037 -10.437 -3.427 -0.72
O -18.918 -10.836 -2.311 -0.37
C -19.979 -11.740 -2.662 -0.66
H -17.992 -15.992 -4.474 0.36
H -18.414 -16.785 -5.895 0.30
H -19.672 -16.006 -4.897 0.34
H -17.384 -13.350 -7.169 0.35
H -16.569 -14.860 -6.799 -0.07
H -15.805 -12.881 -5.661 0.52
H -16.236 -14.156 -4.636 0.34
H -16.401 -10.965 -4.605 0.41
H -16.405 -11.956 -3.229 0.35
H -18.461 -9.963 -4.312 0.36
H -17.448 -9.663 -2.935 0.34
H -20.657 -11.725 -1.809 0.31
H -19.624 -12.770 -2.684 0.23
H -20.667 -11.544 -3.484 0.30
C -21.305 -17.264 -10.616 -1.02
O -20.652 -17.492 -11.913 0.29
C -19.963 -18.738 -12.218 0.63
C -19.169 -18.536 -13.499 0.77
O -17.858 -19.073 -13.278 0.00
C -16.736 -18.170 -13.154 -0.07
C -16.502 -18.170 -11.575 0.80
O -17.478 -17.449 -10.924 -0.01
C -17.424 -16.022 -11.084 -0.72
H -21.901 -16.356 -10.706 0.20
H -20.620 -17.326 -9.770 0.19
H -21.999 -18.083 -10.424 0.43
H -20.694 -19.530 -12.380 -0.35
H -19.366 -19.124 -11.392 -0.30
H -19.067 -17.557 -13.967 -0.18
H -19.714 -19.096 -14.259 -0.45
H -17.022 -17.205 -13.572 0.06
H -15.860 -18.563 -13.669 -0.36
H -15.522 -17.716 -11.429 -0.24
H -16.467 -19.213 -11.259 -0.66
H -16.512 -15.557 -11.460 0.26
H -17.730 -15.573 -10.139 0.33
H -18.220 -15.681 -11.746 0.01
C -15.030 -25.915 -9.942 0.08
O -15.798 -26.159 -8.739 -0.46
C -16.631 -25.056 -8.368 -0.50
C -15.978 -23.754 -7.855 -0.74
O -15.283 -22.984 -8.902 -0.33
C -16.011 -22.407 -9.976 -0.52
C -17.343 -21.579 -9.688 0.61
O -18.326 -22.332 -8.948 -0.34
C -19.456 -21.480 -8.553 -0.73
H -14.338 -25.139 -9.615 -0.25
H -15.576 -25.524 -10.800 0.09
H -14.541 -26.790 -10.371 0.34
H -17.168 -25.249 -7.440 0.36
H -17.377 -24.825 -9.129 0.32
H -15.215 -24.024 -7.124 0.52
H -16.715 -23.242 -7.236 0.46
H -16.261 -23.111 -10.770 -0.19
H -15.346 -21.784 -10.574 0.23
H -17.795 -21.204 -10.607 0.11
H -17.097 -20.717 -9.068 0.23
H -20.085 -21.357 -9.435 0.12
H -19.123 -20.570 -8.053 0.43
H -20.041 -22.061 -7.840 0.30
C -27.980 -17.984 -10.902 -0.85
O -27.692 -18.520 -9.571 -0.41
C -27.157 -19.810 -9.676 -0.43
C -27.021 -20.397 -8.246 -0.75
O -26.257 -19.467 -7.484 -0.05
C -26.073 -19.780 -6.124 -0.66
C -24.769 -20.611 -5.742 -0.56
O -23.489 -20.060 -5.911 -0.38
C -23.105 -19.915 -7.215 -0.40
H -28.580 -17.078 -10.811 0.26
H -28.626 -18.725 -11.372 0.39
H -27.104 -17.707 -11.488 0.28
H -26.145 -19.746 -10.075 0.28
H -27.776 -20.519 -10.226 0.50
H -26.449 -21.306 -8.432 0.33
H -27.964 -20.747 -7.826 0.37
H -26.992 -20.076 -5.619 0.48
H -25.783 -18.786 -5.782 0.29
H -24.815 -21.597 -6.204 0.34
H -24.711 -20.806 -4.671 0.36
H -22.159 -19.378 -7.143 0.00
H -23.730 -19.279 -7.841 0.13
H -22.774 -20.912 -7.507 0.43
C -12.610 -20.423 -8.694 -0.58
O -12.253 -21.761 -8.270 -0.43
C -11.719 -22.722 -9.162 -0.12
C -11.953 -24.003 -8.457 0.01
O -11.225 -25.116 -9.007 -0.25
C -9.795 -25.167 -9.023 -0.35
C -9.308 -26.463 -9.735 -0.49
O -7.955 -26.699 -9.507 -0.40
C -7.055 -25.730 -9.818 -0.66
H -13.267 -19.984 -7.943 0.10
H -13.157 -20.376 -9.635 0.19
H -11.699 -19.828 -8.753 0.47
H -10.660 -22.534 -9.341 0.45
H -12.210 -22.651 -10.133 0.19
H -13.017 -24.238 -8.459 -0.52
H -11.857 -23.870 -7.379 0.33
H -9.415 -25.164 -8.002 0.26
H -9.392 -24.303 -9.551 0.32
H -9.376 -26.442 -10.823 0.34
H -9.932 -27.282 -9.378 0.29
H -7.154 -24.838 -9.200 0.23
H -7.218 -25.412 -10.848 0.33
H -6.014 -26.029 -9.693 0.24
C -8.726 -15.560 -8.781 -0.84
O -10.012 -15.606 -9.519 -0.30
C -10.823 -16.645 -9.005 -0.42
C -11.749 -16.159 -7.847 -0.31
O -12.653 -15.270 -8.499 -0.55
C -13.740 -15.853 -9.266 -0.15
C -14.768 -16.497 -8.360 -0.52
O -14.622 -17.937 -8.448 0.75
C -15.366 -18.669 -7.436 -0.69
H -8.836 -15.253 -7.741 0.28
H -8.067 -14.951 -9.400 0.30
H -8.230 -16.531 -8.773 0.36
H -10.164 -17.384 -8.550 0.53
H -11.358 -17.119 -9.829 0.21
H -11.255 -15.744 -6.968 0.41
H -12.315 -16.970 -7.389 0.05
H -13.433 -16.517 -10.073 0.08
H -14.086 -14.939 -9.748 0.13
H -15.779 -16.189 -8.627 -0.16
H -14.588 -16.137 -7.347 0.58
H -14.975 -18.494 -6.434 0.34
H -15.359 -19.734 -7.669 -0.06
H -16.369 -18.282 -7.255 0.09
C -18.520 -13.118 -14.719 -0.19
O -18.824 -13.707 -16.061 -0.28
C -20.044 -13.358 -16.679 -0.75
C -21.151 -14.115 -15.920 -0.12
O -21.554 -13.388 -14.793 -0.35
C -22.276 -14.188 -13.836 0.09
C -22.720 -13.372 -12.684 -0.49
O -21.730 -12.746 -11.894 -0.45
C -20.808 -13.613 -11.241 -0.26
H -17.510 -13.383 -14.409 -0.04
H -19.111 -13.509 -13.890 0.09
H -18.619 -12.037 -14.625 0.34
H -19.989 -13.855 -17.647 0.35
H -20.269 -12.297 -16.795 0.34
H -20.781 -15.100 -15.636 0.08
H -22.131 -14.203 -16.388 0.39
H -21.751 -15.090 -13.523 -0.06
H -23.219 -14.589 -14.208 0.31
H -23.260 -14.128 -12.113 0.19
H -23.366 -12.518 -12.885 0.36
H -20.694 -14.583 -11.725 -0.13
H -21.174 -13.760 -10.225 0.36
H -19.935 -13.013 -10.987 0.26
C -14.819 -12.276 -12.222 -0.94
O -15.194 -13.588 -12.541 -0.02
C -14.177 -14.429 -13.208 -0.33
C -14.717 -15.133 -14.473 -0.26
O -14.184 -16.417 -14.607 0.08
C -14.108 -16.972 -15.910 -0.70
C -15.279 -16.758 -16.928 -1.08
O -16.549 -17.002 -16.276 0.29
C -17.703 -17.004 -17.112 -0.72
H -15.666 -11.605 -12.073 0.21
H -14.000 -11.944 -12.860 0.37
H -14.352 -12.388 -11.244 0.29
H -13.862 -15.261 -12.578 -0.18
H -13.301 -13.848 -13.494 0.47
H -14.625 -14.692 -15.466 0.42
H -15.806 -15.149 -14.457 -0.15
H -13.704 -17.984 -15.935 0.39
H -13.309 -16.367 -16.338 0.42
H -15.060 -17.421 -17.765 0.46
H -15.252 -15.759 -17.365 0.45
H -17.695 -17.587 -18.033 0.39
H -17.916 -15.984 -17.433 0.34
H -18.614 -17.299 -16.590 -0.11
C -25.523 -14.912 -9.188 -1.59
C -24.959 -16.080 -8.411 1.24
C -23.871 -15.731 -7.379 -0.96
O -22.679 -15.360 -8.025 -0.18
C -21.496 -15.828 -7.433 -0.31
N -26.061 -16.827 -7.804 -0.65
H -24.725 -14.283 -9.581 0.33
H -26.263 -14.356 -8.613 0.38
H -26.111 -15.148 -10.075 0.31
H -24.537 -16.830 -9.080 -0.07
H -23.743 -16.623 -6.765 0.62
H -24.188 -14.866 -6.797 0.18
H -20.591 -15.566 -7.980 0.02
H -21.656 -16.901 -7.331 0.10
H -21.221 -15.383 -6.476 0.36
H -25.664 -17.432 -7.100 0.05
H -26.426 -17.420 -8.537 0.24
C -23.351 -17.980 -15.833 -1.00
C -23.006 -18.268 -17.383 0.66
C -22.685 -19.799 -17.544 -1.06
O -21.582 -20.228 -16.848 -0.01
C -20.329 -19.827 -17.409 -0.44
N -24.117 -17.924 -18.158 -0.73
H -22.504 -18.253 -15.204 -0.03
H -24.193 -18.587 -15.500 0.44
H -23.629 -16.954 -15.591 0.37
H -22.161 -17.665 -17.716 0.13
H -22.640 -20.018 -18.611 0.41
H -23.482 -20.468 -17.218 0.26
H -20.288 -20.298 -18.392 0.38
H -19.544 -20.196 -16.749 -0.07
H -20.278 -18.754 -17.597 0.20
H -24.937 -18.427 -17.850 0.28
H -23.944 -18.105 -19.136 0.27
C -16.270 -23.695 -17.865 -1.77
C -16.379 -22.416 -17.050 1.19
C -14.943 -22.057 -16.532 -0.70
O -14.959 -21.578 -15.178 -0.11
C -13.702 -21.086 -14.649 -0.76
N -17.028 -21.340 -17.845 -0.45
H -16.001 -24.567 -17.270 0.40
H -15.451 -23.602 -18.577 0.42
H -17.179 -23.792 -18.458 0.44
H -16.994 -22.639 -16.179 -0.45
H -14.557 -21.092 -16.858 0.35
H -14.234 -22.885 -16.564 0.31
H -13.100 -20.584 -15.406 0.43
H -13.108 -21.853 -14.153 0.32
H -13.869 -20.397 -13.820 0.07
H -16.498 -21.475 -18.694 0.33
H -16.826 -20.464 -17.386 0.06
```

## Properties
maximum force	3.30	eV/A
HOMO-LUMO gap	8.91	eV

=====

Record 2
Here is a molecular structure, C20H47Cl6O12P3 in a non-equilibrium geometry from the OMol25 dataset. Energies are from ωB97M-V/def2-TZVPD.

XYZ file:
```
88
Properties=species:S:1:pos:R:3:mulliken_charge:R:1
C 1.977 1.046 -0.570 -0.44
C 2.129 -0.279 -1.260 -0.55
O 1.614 -1.331 -0.439 0.22
P 2.660 -2.286 0.238 0.69
O 1.935 -3.204 1.122 -0.69
O 3.770 -1.398 0.869 -0.53
C 3.629 -1.005 2.329 0.87
C 5.068 -0.579 2.740 -1.60
O 3.500 -2.776 -0.976 -0.43
C 2.848 -3.406 -2.098 0.13
C 2.834 -4.936 -2.003 -1.20
H 2.672 1.676 -1.088 0.51
H 0.942 1.450 -0.637 -0.36
H 2.225 1.012 0.494 -0.06
H 1.536 -0.206 -2.142 0.39
H 3.198 -0.457 -1.423 0.53
H 2.989 -0.114 2.356 -0.35
H 3.230 -1.862 2.881 0.20
H 5.068 -0.335 3.769 0.47
H 5.789 -1.394 2.653 0.37
H 5.417 0.237 2.124 0.33
H 1.891 -2.964 -2.291 -0.02
H 3.456 -3.108 -2.957 0.36
H 2.396 -5.334 -2.935 0.39
H 3.812 -5.380 -1.805 0.32
H 2.173 -5.277 -1.177 0.24
C 0.550 0.808 3.309 -1.00
C -0.719 0.695 2.430 0.54
O -0.818 1.909 1.679 -0.30
P -2.230 2.301 1.157 1.32
O -3.033 1.085 0.771 -0.86
O -2.776 3.257 2.300 -0.48
C -4.018 2.872 3.027 -0.14
C -3.735 1.974 4.174 -1.12
O -1.869 3.334 0.030 -0.20
C -0.822 4.337 0.155 -0.07
C -1.343 5.643 -0.473 -1.22
H 0.431 1.525 4.096 0.43
H 0.858 -0.179 3.657 0.10
H 1.330 1.136 2.635 0.18
H -0.668 -0.158 1.800 0.09
H -1.568 0.669 3.115 -0.08
H -4.466 3.823 3.271 0.37
H -4.632 2.288 2.287 0.21
H -4.598 1.915 4.830 0.44
H -3.574 0.945 3.863 0.26
H -2.931 2.304 4.845 0.28
H -0.623 4.566 1.185 0.45
H 0.134 3.905 -0.294 0.09
H -0.572 6.468 -0.298 0.36
H -1.439 5.584 -1.555 0.20
H -2.317 6.009 -0.049 0.28
C -4.874 0.574 -2.058 -1.38
C -3.546 1.192 -2.443 0.25
O -3.109 0.523 -3.658 -0.38
P -1.556 0.676 -3.967 0.33
O -1.142 0.562 -5.376 -0.81
O -1.226 2.035 -3.142 0.31
C 0.009 2.627 -3.521 -0.11
C -0.242 3.764 -4.524 -1.57
O -0.723 -0.284 -2.989 0.05
C -0.897 -1.713 -3.258 -0.12
C -1.835 -2.303 -2.258 -1.12
H -5.151 1.028 -1.099 0.31
H -5.593 0.872 -2.816 0.40
H -4.789 -0.502 -1.900 0.27
H -3.624 2.208 -2.644 0.46
H -2.814 0.961 -1.671 -0.02
H 0.494 2.944 -2.591 0.23
H 0.674 1.912 -4.027 0.35
H 0.655 4.389 -4.647 0.41
H -0.411 3.262 -5.449 0.42
H -1.059 4.372 -4.201 0.30
H -1.217 -1.727 -4.319 0.50
H 0.131 -2.102 -3.291 -0.05
H -1.532 -1.992 -1.266 0.21
H -2.856 -1.973 -2.415 0.25
H -1.655 -3.366 -2.291 0.47
C 3.422 -5.196 3.094 1.25
Cl 3.219 -4.503 4.726 -0.13
Cl 2.368 -6.587 2.783 -0.14
Cl 5.094 -5.737 2.875 -0.16
H 3.086 -4.480 2.318 -0.85
C -0.431 -3.688 3.140 1.42
Cl -0.525 -5.232 3.848 -0.11
Cl 0.094 -2.677 4.495 -0.19
Cl -2.012 -3.093 2.476 -0.16
H 0.263 -3.553 2.342 -0.81
```

## Properties
maximum force	3.10	eV/A
HOMO-LUMO gap	10.90	eV

=====

no.,DFT total energy (eV),lowest unoccupied orbital energy (Eh)
1,-149478.4156,0.0160
2,-149081.2418,0.0183